1.
44
Properties=species:S:1:pos:R:3:nbo_charge:R:1 method="wB97M-V/def2-TZVPD" charge=0 homo_energy_ev=-7.6 homo_lumo_gap_ev=7.98
Cd 1.2827 0.6780 1.0125 1.506
O 2.5834 -3.0073 0.1705 -0.640
C 1.6766 -2.1952 0.1545 0.778
O 1.2760 -1.5255 1.1963 -0.933
C 0.8600 -1.9970 -1.1063 -0.197
C 0.2132 -3.1382 -1.5765 -0.124
C -0.5942 -3.1070 -2.7010 -0.259
C -0.7230 -1.9160 -3.4021 -0.217
C -0.0618 -0.7817 -2.9604 -0.261
C 0.7214 -0.7851 -1.8000 -0.134
S 1.5538 0.7409 -1.4019 -0.517
H 0.3667 -4.0660 -1.0394 0.217
H -1.0921 -4.0057 -3.0410 0.213
H -1.3199 -1.8727 -4.3050 0.211
H -0.1215 0.1342 -3.5364 0.213
C -1.3035 3.7292 0.0954 -0.405
N -1.6968 2.4221 -0.4096 -0.425
C -1.6417 2.3231 -1.8669 -0.418
C -1.6932 1.3385 0.3852 0.408
S -0.9685 1.4068 1.9611 -0.416
N -2.2839 0.2170 -0.0353 -0.413
C -3.3879 0.1991 -0.9883 -0.411
C -2.0436 -1.0767 0.5980 -0.423
H -1.7603 4.4852 -0.5430 0.205
H -0.2170 3.8476 0.0606 0.206
H -1.6407 3.8650 1.1168 0.233
H -0.7731 2.8859 -2.2082 0.226
H -2.5407 2.7346 -2.3296 0.196
H -1.4914 1.2931 -2.1669 0.234
H -3.7792 1.1999 -1.1442 0.214
H -4.1802 -0.4189 -0.5642 0.212
H -3.0843 -0.2341 -1.9430 0.217
H -1.0497 -1.1265 1.0310 0.260
H -2.1170 -1.8406 -0.1764 0.218
H -2.7889 -1.2678 1.3735 0.202
N 3.1723 -0.7112 2.8938 -0.323
C 4.0871 -0.7960 3.8618 -0.012
C 4.3911 0.4934 4.2597 -0.347
C 3.5905 1.3073 3.4544 -0.024
N 2.8565 0.5655 2.6329 -0.427
H 2.6587 -1.4252 2.3493 0.475
H 4.4569 -1.7507 4.1937 0.231
H 5.0912 0.7972 5.0165 0.236
H 3.5158 2.3815 3.4283 0.217



2.
45
Properties=species:S:1:pos:R:3:nbo_charge:R:1 method="wB97M-V/def2-TZVPD" charge=0 homo_energy_ev=-8.5 homo_lumo_gap_ev=7.97
C 1.7595 -0.5611 -0.8518 -0.113
C 0.9080 -1.0330 0.4285 0.705
C 3.2458 -0.4859 -0.7808 -0.446
C 4.0329 -0.3706 -2.2223 -0.372
C 5.4934 -0.1613 -1.8376 -0.410
C 6.0809 -1.3380 -0.9908 -0.212
C -1.0435 -0.4977 1.8502 -0.181
C -2.0373 -1.6084 1.7956 0.794
C -1.6034 0.9369 2.3668 -0.398
C -2.5361 1.5199 1.3213 -0.068
C -3.6510 0.9192 0.8814 -0.225
C -2.1297 2.6544 0.7090 -0.216
C -4.3422 1.4338 -0.1991 -0.220
C -2.8457 3.1596 -0.4282 -0.256
C -3.9376 2.5176 -1.0036 0.261
H 0.9812 0.8933 -2.4105 0.388
H 1.7522 1.4718 -1.0344 0.360
H 1.3480 -1.4255 -1.6131 0.210
H 3.4060 0.2402 -0.0145 0.204
H 3.3891 -1.5610 -0.4402 0.249
H 3.7091 0.5471 -2.8103 0.194
H 3.7077 -1.1695 -2.7350 0.212
H 5.6118 0.5689 -1.0955 0.204
H 6.1747 0.1805 -2.6526 0.204
H 7.1321 -1.1317 -0.8789 0.180
H 5.5238 -1.2832 -0.0284 0.193
H 6.1364 -3.3855 -0.9215 0.358
H 6.1451 -2.9806 -2.5789 0.360
H -0.3792 0.4593 -0.0877 0.461
H -0.3603 -0.8108 2.6256 0.238
H -2.1051 0.9184 3.3552 0.231
H -0.7618 1.7518 2.2476 0.227
H -4.0385 0.1947 1.5035 0.251
H -1.1564 3.2092 0.8424 0.216
H -5.4003 1.0974 -0.5356 0.197
H -2.4675 4.0331 -1.0058 0.209
H -5.0972 1.8357 -2.8183 0.467
H -0.4041 -2.6659 1.4716 0.498
N 1.1403 0.7077 -1.3217 -0.888
N 5.7284 -2.7276 -1.5660 -0.869
N -0.1792 -0.1297 0.7087 -0.651
O 1.2387 -2.0375 1.0496 -0.645
O -3.2330 -1.5513 1.8666 -0.546
O -4.6788 2.8997 -2.0161 -0.639
O -1.3315 -2.8676 1.6794 -0.714



Values of largest force on an atom, in order: 0.10, 6.38, all in eV/A.
Values of energy above the lowest of the compared OMol25 structures with the same formula, charge and spin, in order: 0.0, 162.4, all in kcal per mole.